{"formula": "C40H68ClN9O5", "method": "wB97M-V/def2-TZVPD", "symbols": ["C", "C", "N", "C", "C", "C", "C", "C", "O", "C", "H", "H", "H", "H", "H", "H", "H", "H", "H", "H", "H", "H", "H", "H", "H", "H", "H", "H", "H", "H", "Cl", "O", "O", "O", "O", "C", "C", "C", "C", "N", "H", "H", "H", "H", "H", "H", "H", "C", "C", "C", "C", "N", "H", "H", "H", "H", "H", "H", "H", "C", "C", "C", "C", "N", "H", "H", "H", "H", "H", "H", "H", "C", "C", "C", "C", "N", "H", "H", "H", "H", "H", "H", "H", "N", "C", "C", "C", "C", "H", "H", "H", "H", "H", "N", "C", "C", "C", "C", "H", "H", "H", "H", "H", "N", "C", "C", "C", "C", "H", "H", "H", "H", "H", "N", "C", "C", "C", "C", "H", "H", "H", "H", "H"], "coordinates": [[-7.06009, 19.59802, -4.28588], [-6.68344, 19.53809, -5.84607], [-5.99356, 18.24415, -6.19836], [-6.80743, 17.06258, -5.69040], [-5.92798, 18.13948, -7.77742], [-5.12103, 16.95580, -8.36259], [-4.53696, 18.17366, -5.51945], [-3.53307, 19.28038, -5.83062], [-3.29227, 19.44261, -7.25505], [-2.08772, 20.10568, -7.48348], [-7.41416, 20.59042, -4.00681], [-6.13618, 19.43846, -3.72996], [-7.76274, 18.85067, -3.91730], [-6.06748, 20.42869, -5.97058], [-7.46494, 19.67352, -6.59374], [-7.81645, 17.16735, -6.08914], [-6.88292, 17.07992, -4.60316], [-6.30324, 16.10940, -5.84959], [-5.57439, 19.11730, -8.10443], [-6.98223, 18.03779, -8.03490], [-5.49087, 16.09166, -7.81069], [-4.04737, 16.99356, -8.17838], [-5.25409, 16.89882, -9.44293], [-4.14807, 17.25796, -5.96481], [-4.59401, 18.07009, -4.43588], [-2.64341, 18.89941, -5.32914], [-3.89448, 20.21241, -5.39608], [-2.21418, 20.39660, -8.52630], [-1.33980, 19.31376, -7.44354], [-1.94530, 20.99976, -6.87650], [-3.14499, 15.90431, 0.54521], [-2.17101, 16.78555, -0.02615], [-2.61257, 14.51880, 0.40231], [-3.15076, 16.21508, 1.91652], [-4.42935, 15.93763, -0.05048], [0.85001, 16.88111, 5.89324], [1.57373, 17.50113, 4.61615], [1.37429, 19.03628, 4.60685], [1.79156, 19.84105, 5.72278], [2.22180, 20.46822, 6.63892], [0.92775, 17.45125, 6.81898], [1.07938, 15.84990, 6.16172], [-0.20129, 16.94384, 5.61228], [1.17613, 16.98384, 3.74298], [2.64722, 17.33455, 4.70549], [0.31168, 19.19753, 4.42532], [1.82980, 19.57218, 3.77412], [-8.43259, 13.41150, 4.68482], [-9.66016, 13.80296, 3.93672], [-9.53055, 15.03791, 2.97072], [-9.17415, 16.32459, 3.65035], [-8.89474, 17.32494, 4.20059], [-8.64721, 12.61300, 5.39506], [-8.03005, 14.25481, 5.24597], [-7.69948, 12.98358, 4.00105], [-10.48165, 14.08445, 4.59553], [-10.09885, 12.98136, 3.37048], [-10.44960, 15.29675, 2.44493], [-8.74918, 14.72225, 2.27940], [-3.01124, 19.17501, 8.25412], [-4.32765, 18.48717, 8.52559], [-4.14109, 16.99606, 8.39334], [-3.16332, 16.36877, 9.29578], [-2.44642, 15.90951, 10.07322], [-2.73817, 19.12112, 7.20025], [-2.25964, 18.78496, 8.94046], [-3.05485, 20.25309, 8.40879], [-5.09064, 18.71384, 7.78090], [-4.66530, 18.68843, 9.54224], [-3.78036, 16.64380, 7.42696], [-5.06430, 16.49641, 8.68683], [-3.49305, 10.62255, 6.92276], [-1.96059, 10.60261, 6.70035], [-1.58994, 10.82745, 5.21250], [-2.15664, 9.72384, 4.41890], [-2.70132, 8.83723, 3.86501], [-3.70329, 10.44334, 7.97717], [-4.02746, 9.88472, 6.32433], [-3.92960, 11.60145, 6.72450], [-1.55239, 9.64566, 7.02552], [-1.53305, 11.31286, 7.40808], [-0.51526, 10.71586, 5.06869], [-2.01700, 11.73522, 4.78630], [3.29854, 18.37714, -1.67449], [3.19814, 19.74092, -1.61078], [4.37784, 20.26313, -2.10883], [5.26966, 19.25611, -2.41520], [4.51632, 18.02693, -2.17742], [2.56930, 17.70117, -1.49739], [2.22890, 20.18279, -1.43270], [4.64360, 21.30083, -2.24645], [6.27773, 19.41226, -2.76988], [4.65818, 16.96843, -2.33827], [-5.11940, 21.56316, 1.18756], [-4.21285, 22.17660, 0.31141], [-4.75635, 23.33341, -0.16698], [-6.06780, 23.45219, 0.38783], [-6.25194, 22.40315, 1.23060], [-5.02173, 20.75168, 1.78089], [-3.21710, 21.76738, 0.22536], [-4.32724, 24.13456, -0.75043], [-6.71484, 24.31164, 0.29250], [-7.10446, 22.14941, 1.84314], [-0.45750, 13.17800, -5.95670], [-0.18006, 13.02716, -7.31309], [0.45790, 14.16103, -7.75768], [0.63083, 15.03156, -6.65558], [0.05453, 14.39672, -5.54354], [-0.78161, 12.48162, -5.30089], [-0.39567, 12.03836, -7.69017], [0.92800, 14.24338, -8.72651], [0.98408, 16.05173, -6.62622], [-0.03866, 14.72114, -4.51765], [-6.86074, 8.99972, 0.19719], [-7.60946, 10.14694, 0.01303], [-8.84198, 9.76818, -0.50811], [-8.85580, 8.42873, -0.60568], [-7.62972, 7.91825, -0.18698], [-5.90816, 8.86936, 0.50653], [-7.17684, 11.12311, 0.17534], [-9.64059, 10.38779, -0.88856], [-9.58934, 7.80386, -1.09339], [-7.23977, 6.91466, -0.10253]], "lowdin_charge": [-0.029, -0.142, -0.234, 0.007, -0.130, -0.043, -0.038, -0.167, -0.216, -0.098, 0.086, 0.074, 0.070, 0.119, 0.123, 0.118, 0.096, 0.106, 0.118, 0.119, 0.068, 0.075, 0.093, 0.123, 0.138, 0.141, 0.126, 0.096, 0.100, 0.100, 0.580, -0.402, -0.424, -0.377, -0.377, -0.093, -0.205, -0.219, -0.235, 0.128, 0.061, 0.064, 0.061, 0.107, 0.096, 0.118, 0.116, -0.112, -0.275, -0.172, -0.218, 0.118, 0.076, 0.077, 0.080, 0.102, 0.106, 0.107, 0.112, -0.111, -0.259, -0.212, -0.248, 0.135, 0.077, 0.074, 0.071, 0.114, 0.116, 0.123, 0.118, -0.111, -0.244, -0.177, -0.240, 0.126, 0.067, 0.064, 0.071, 0.105, 0.104, 0.113, 0.123, -0.012, -0.143, -0.159, -0.094, -0.113, 0.151, 0.101, 0.091, 0.084, 0.095, 0.025, -0.142, -0.130, -0.136, -0.141, 0.145, 0.102, 0.086, 0.088, 0.102, -0.001, -0.140, -0.133, -0.117, -0.131, 0.145, 0.103, 0.089, 0.082, 0.103, 0.012, -0.121, -0.149, -0.159, -0.123, 0.149, 0.102, 0.094, 0.093, 0.102], "multiplicity": 1, "largest_force_ev_per_a": 5.44, "mol_weight_da": 790.50, "homo_energy_ev": -7.822, "homo_lumo_gap_ev": 7.16}

---

{"formula": "C5H12O2", "method": "wB97M-V/def2-TZVPD", "symbols": ["C", "C", "C", "C", "C", "H", "H", "H", "H", "H", "H", "H", "H", "O", "H", "H", "O", "H", "H"], "coordinates": [[-0.67389, -2.69794, -1.61025], [0.24671, -1.77707, -1.05767], [-0.11272, -0.83048, 0.01731], [-1.38734, -0.59160, 0.40522], [-1.84221, -0.14786, 1.72700], [-0.52869, -3.05949, -2.64129], [-1.58675, -2.83738, -1.06498], [1.24196, -1.57296, -1.58383], [0.74138, -0.51591, 0.70907], [-1.97579, -0.53517, -0.57982], [-2.94500, -0.53551, 2.01900], [-1.07989, -0.54220, 2.45500], [-1.64263, 0.90966, 1.72091], [0.95156, 1.58500, -0.65500], [1.69429, 0.94416, -0.41156], [0.46587, 1.03153, -1.31953], [2.57307, 3.75611, 0.93319], [2.47158, 3.13660, 0.17534], [3.38849, 4.28052, 0.76189]], "nbo_charge": [-0.394, -0.228, -0.284, -0.139, -0.671, 0.209, 0.201, 0.194, 0.190, 0.207, 0.236, 0.222, 0.244, -0.936, 0.464, 0.483, -0.950, 0.482, 0.467], "multiplicity": 1, "largest_force_ev_per_a": 4.09, "mol_weight_da": 104.15, "homo_energy_ev": -8.533, "smiles": "C=C/C=C/C.O.O", "de_lowest_kj_mol": 341.8, "homo_lumo_gap_ev": 8.93}

---

{"formula": "C37H39BiBr2N2O4PSSe2", "method": "wB97M-V/def2-TZVPD", "symbols": ["Bi", "Br", "C", "C", "C", "N", "C", "C", "C", "C", "C", "Br", "C", "C", "N", "H", "H", "H", "H", "H", "H", "O", "C", "C", "C", "O", "C", "Se", "C", "Se", "H", "H", "H", "H", "H", "H", "H", "H", "H", "H", "O", "P", "C", "C", "C", "C", "C", "C", "C", "C", "C", "C", "C", "C", "C", "C", "C", "C", "C", "C", "H", "H", "H", "H", "H", "H", "H", "H", "H", "H", "H", "H", "H", "H", "H", "O", "S", "C", "C", "C", "C", "H", "H", "H", "H", "H", "H", "H", "H"], "coordinates": [[-0.36702, 1.65380, -0.94720], [0.33406, 2.51716, 6.30685], [0.13864, 2.39440, 4.43904], [-1.10969, 2.54218, 3.86239], [-1.18490, 2.43146, 2.48649], [-0.12655, 2.18633, 1.71645], [1.07246, 2.03719, 2.27630], [1.24614, 2.14266, 3.65260], [2.21722, 1.80506, 1.35349], [3.49455, 1.61104, 1.85674], [4.56622, 1.54485, 0.98529], [6.29911, 1.28366, 1.65917], [4.34696, 1.67909, -0.36851], [3.03604, 1.80127, -0.79620], [1.98823, 1.84950, 0.02516], [-1.98416, 2.75479, 4.46128], [-2.12902, 2.55944, 1.96778], [2.21317, 2.04406, 4.12056], [3.67118, 1.51824, 2.91734], [5.15651, 1.66955, -1.08421], [2.81369, 1.85617, -1.85625], [-2.20839, 2.53796, -2.72132], [-2.19155, 3.82576, -3.33307], [-0.75977, 4.27077, -3.65528], [-0.90465, 5.41453, -4.68779], [0.32883, 5.98558, -5.08041], [0.06124, 3.18683, -4.35820], [0.63251, 1.56334, -3.38112], [-0.01561, 4.85803, -2.43825], [-0.49492, 4.22438, -0.63433], [-3.06112, 2.37381, -2.30203], [-2.64448, 4.57310, -2.67436], [-2.76909, 3.78630, -4.26294], [-1.58205, 6.17449, -4.27830], [-1.35267, 5.01557, -5.59878], [0.68007, 6.52949, -4.36931], [0.98189, 3.63290, -4.72217], [-0.49282, 2.79238, -5.20970], [-0.22479, 5.92603, -2.35102], [1.05841, 4.71980, -2.54383], [-0.15291, -1.11876, 0.01559], [0.72012, -2.24697, 0.47820], [0.79544, -2.36687, 2.27926], [1.33483, -3.48614, 2.91614], [1.33352, -3.56502, 4.29918], [0.76162, -2.54774, 5.05295], [0.18486, -1.45384, 4.42274], [0.20805, -1.35858, 3.03700], [2.38376, -2.15210, -0.21210], [3.52643, -2.56078, 0.47303], [4.75611, -2.55925, -0.17063], [4.84893, -2.15472, -1.49616], [3.71435, -1.73700, -2.17882], [2.48398, -1.73090, -1.53858], [0.10772, -3.87212, -0.01986], [0.82259, -4.74110, -0.83782], [0.29519, -5.98894, -1.14767], [-0.93688, -6.36980, -0.63911], [-1.65877, -5.50170, 0.17362], [-1.13720, -4.25805, 0.48422], [1.73019, -4.30649, 2.32666], [1.76592, -4.42907, 4.78825], [0.74718, -2.61439, 6.13370], [-0.29335, -0.68408, 5.01433], [-0.25364, -0.52267, 2.52516], [3.45833, -2.88363, 1.50434], [5.64121, -2.88256, 0.36219], [5.81053, -2.16187, -1.99423], [3.78135, -1.41695, -3.21170], [1.59430, -1.41408, -2.07362], [1.78839, -4.44741, -1.23073], [0.84932, -6.66531, -1.78607], [-1.33563, -7.34965, -0.86982], [-2.62114, -5.80435, 0.56692], [-1.68383, -3.57965, 1.13091], [-3.03372, 1.19095, -0.70069], [-3.79010, 0.60723, 0.47310], [-5.50810, 0.39008, -0.10033], [-5.89544, -1.04285, 0.23598], [-4.67789, -1.88763, -0.13846], [-3.47703, -1.19320, 0.49694], [-5.46146, 0.56368, -1.17587], [-6.13571, 1.14735, 0.36698], [-6.79171, -1.34444, -0.30533], [-6.10308, -1.13471, 1.30511], [-4.56439, -1.91758, -1.22359], [-4.77370, -2.91318, 0.21578], [-2.52318, -1.34420, -0.01012], [-3.36927, -1.46194, 1.55072]], "lowdin_charge": [1.290, 0.810, -0.677, -0.078, -0.131, -0.029, -0.219, -0.049, -0.190, -0.046, -0.670, 0.815, -0.077, -0.137, -0.014, 0.113, 0.095, 0.104, 0.102, 0.117, 0.035, -0.259, -0.220, -0.559, -0.225, -0.039, -0.483, 0.540, -0.509, 0.577, 0.063, 0.122, 0.136, 0.136, 0.132, 0.089, 0.062, 0.072, 0.060, 0.065, -0.446, 0.786, -0.273, -0.083, -0.063, -0.064, -0.068, -0.072, -0.288, -0.066, -0.067, -0.068, -0.067, -0.090, -0.267, -0.059, -0.065, -0.069, -0.069, -0.079, 0.115, 0.112, 0.111, 0.097, 0.087, 0.097, 0.110, 0.111, 0.113, 0.100, 0.105, 0.110, 0.110, 0.107, 0.102, -0.694, 0.964, -0.302, -0.231, -0.222, -0.313, 0.101, 0.092, 0.121, 0.118, 0.123, 0.115, 0.064, 0.092], "multiplicity": 1, "largest_force_ev_per_a": 0.57, "mol_weight_da": 1165.48, "homo_energy_ev": -10.104, "charge": 1, "de_lowest_kj_mol": 0.0, "homo_lumo_gap_ev": 7.18}